Arrangement a

The following is a DFT calculation (wB97M-V/def2-TZVPD) of the ion C7H10N with charge +1.

Summary:
- Kohn-Sham gap: 7.41 eV
- LUMO energy: -7.1032 eV
- HOMO energy: -14.5131 eV
- SMILES: CC1=CC(C)=[N+]=C1C

```
! wB97M-V def2-TZVPD RIJCOSX def2/J DEFGRID3
* xyz 1 1
C -1.8718 -1.1608 0.1656
C -0.5599 -0.5929 0.2651
C 0.6923 -1.1046 0.4356
C 1.5845 0.0274 0.3015
C 3.0760 0.1206 0.3430
N 0.9830 1.0929 -0.2484
C -0.2859 0.8144 -0.3709
C -1.3517 1.6328 -0.9498
H -2.6009 -0.3672 0.2977
H -1.9078 -2.0930 0.7865
H -1.9616 -1.2858 -0.8884
H 1.0059 -2.0676 0.6788
H 3.4268 0.7054 1.1854
H 3.4767 0.5234 -0.6256
H 3.5934 -0.8280 0.6660
H -2.1614 1.0364 -1.2459
H -0.9557 2.3234 -1.7579
H -1.7475 2.3536 -0.1231
*
```

---

Arrangement b

The following is a DFT calculation (wB97M-V/def2-TZVPD) of the ion C7H10N with charge +1.

Summary:
- Kohn-Sham gap (spin up / spin down): 7.95 / 7.95 eV
- LUMO energy (spin up / spin down): -5.7575 / -5.7569 eV
- HOMO energy (spin up / spin down): -13.7105 / -13.7107 eV

```
! wB97M-V def2-TZVPD RIJCOSX def2/J DEFGRID3
* xyz 1 1
C -1.3766 0.1678 -0.4213
C 3.3494 -1.0405 0.1281
C -2.4048 -0.4865 -0.1199
C 2.1248 1.1076 0.2407
C 0.6838 1.3694 0.3290
C -0.0954 0.4966 -0.4577
C -3.9002 -0.6059 -0.1095
N 2.3731 -0.2298 -0.2475
H 3.3158 -2.1041 -0.2727
H 4.2276 -0.7479 0.6302
H -1.8854 -1.4636 0.0448
H 2.3987 1.9212 -0.5326
H 2.7590 1.4326 1.1890
H 0.4493 2.2685 0.7460
H 0.6262 -0.0541 -1.0551
H -4.0259 -1.7173 -0.2997
H -4.3422 0.1834 -0.6778
H -4.2773 -0.4975 0.8859
*
```

---

Arrangement c

The following is a DFT calculation (wB97M-V/def2-TZVPD) of a structure of composition C7H10N.

Summary:
- Kohn-Sham gap: 9.70 eV
- LUMO energy: -4.5009 eV
- HOMO energy: -14.1968 eV

```
! wB97M-V def2-TZVPD RIJCOSX def2/J DEFGRID3
* xyz 1 1
C -0.0400 0.5253 0.6629
C 0.9058 1.5714 0.2206
C 2.3793 -0.5770 0.3995
C -0.4470 -1.4239 0.1313
C 1.6283 0.3722 -0.5201
C 0.9266 -0.7975 0.1351
C -2.4665 0.1244 0.0216
N -1.1172 -0.2361 0.3894
H 0.3244 2.3890 -0.4685
H 1.4267 2.1859 0.9095
H 3.1283 -1.2868 -0.0594
H 2.6814 -0.3357 1.4422
H -0.8131 -1.9656 -0.7682
H -0.7093 -2.3314 0.7580
H 1.8947 0.3780 -1.6331
H -2.4495 0.0469 -1.1041
H -2.3768 1.1447 0.1741
H -3.2686 -0.4272 0.5879
*
```

---

Arrangement d

The following is a DFT calculation (wB97M-V/def2-TZVPD) of a structure of composition C7H10N.

Summary:
- Kohn-Sham gap: 9.30 eV
- LUMO energy: -4.2324 eV
- HOMO energy: -13.5344 eV

```
! wB97M-V def2-TZVPD RIJCOSX def2/J DEFGRID3
* xyz 1 1
C -0.1923 0.3336 0.6651
C 0.9137 -1.5348 -2.1136
C -1.1864 1.2134 0.9098
C 0.3196 -1.9700 0.3272
C 0.5722 -0.8093 1.2265
C 1.1340 0.1321 0.1895
C -1.3612 2.6111 0.3709
N 0.6231 -1.2552 -0.9494
H 1.3927 -0.7031 -2.8525
H 0.6908 -2.5894 -2.5981
H -2.0112 0.8822 1.5667
H 0.9125 -2.8599 0.4503
H -0.7069 -2.2870 0.3499
H 0.9865 -0.7561 2.2151
H 1.9549 0.6936 -0.1416
H -2.0774 3.2474 0.9274
H -1.4837 2.4236 -0.7426
H -0.4809 3.2278 0.1993
*
```

---

arrangement a ends up most stable, edging out the next structure by 230.0 kJ/mol.

---

Arrangement a

The following is a DFT calculation (wB97M-V/def2-TZVPD) of a structure of composition C3H5NO2.

Summary:
- Kohn-Sham gap: 9.57 eV
- LUMO energy: 0.9519 eV
- HOMO energy: -8.6202 eV

```
! wB97M-V def2-TZVPD RIJCOSX def2/J DEFGRID3
* xyz 0 1
N -0.1996 -1.4725 0.5605
C -1.2653 -0.8241 0.3603
O -1.2611 0.4899 0.0891
C 0.0281 1.0912 0.0878
C 1.0035 0.4442 -0.8684
O 2.2593 0.6310 -0.5782
H -0.3750 -2.4583 0.7296
H -2.2941 -1.1972 0.3703
H 0.4648 1.1040 1.0965
H -0.1353 2.1220 -0.2499
H 1.9740 0.0848 -1.5705
*
```

---

Arrangement b

The following is a DFT calculation (wB97M-V/def2-TZVPD) of an isolated molecule of C3H5NO2.

Summary:
- Kohn-Sham gap: 10.91 eV
- LUMO energy: 0.8575 eV
- HOMO energy: -10.0492 eV
- SMILES: [H]/N=C/OCC=O

```
! wB97M-V def2-TZVPD RIJCOSX def2/J DEFGRID3
* xyz 0 1
H -1.9567 2.2118 0.0511
N -1.1622 1.5854 0.0230
C -1.5036 0.4557 -0.4265
O -0.6222 -0.5619 -0.6158
C 0.7303 -0.2537 -0.2805
C 1.3481 -1.1041 0.7701
O 2.5393 -0.9398 0.8889
H -2.5146 0.1551 -0.7295
H 0.8431 0.7837 0.0180
H 1.5317 -0.4521 -1.0022
H 0.7669 -1.8801 1.3035
*
```

---

arrangement b ends up most stable, edging out the next structure by 301.8 kJ/mol.